ORCA calculation (ωB97M-V/def2-TZVPD) on a molecular structure, C34H90B3N2O10Zr at a distorted geometry.

E   -2332.15691 a.u.
HOMO energy   -9.682 eV
HOMO-LUMO gap   5.31 eV
Net charge   +1
Lowest unoccupied orbital energy   -4.37 eV

Element x y z (Å)
Zr: 2.531111 -2.904035 1.843363
B: 4.473171 -2.368995 0.951953
H: 4.300631 -1.871355 1.893663
H: 5.483651 -2.173845 0.627773
H: 4.282451 -3.428245 1.028563
H: 3.777891 -1.971195 0.229063
B: 1.365891 -1.266185 0.828283
H: 2.266341 -0.853805 1.256493
H: 0.915771 -0.482615 0.238653
H: 1.622681 -2.126275 0.229513
H: 0.778131 -1.560595 1.683913
B: 2.268961 -2.013985 3.867823
H: 3.191571 -2.573355 3.855763
H: 2.407351 -1.114515 3.288123
H: 1.465321 -2.619645 3.478503
H: 1.966961 -1.769455 4.874423
C: -2.210419 -0.618575 1.207033
O: -2.406819 -2.031515 0.888943
C: -3.417189 -2.320205 -0.055957
C: -3.467909 -3.848225 -0.189677
O: -3.933589 -4.408535 1.017083
C: -4.295639 -5.771935 0.955073
H: -1.750799 -0.560655 2.193693
H: -3.159489 -0.089825 1.295293
H: -1.506219 -0.144795 0.523123
H: -3.231269 -1.856205 -1.024577
H: -4.347239 -2.006485 0.418063
H: -2.432499 -4.176905 -0.279147
H: -3.984169 -4.150515 -1.100827
H: -4.937459 -5.999995 1.806053
H: -3.384109 -6.369405 0.970493
H: -4.857279 -5.963095 0.040683
C: -3.198529 -1.830265 5.032093
O: -2.344239 -0.756035 4.607143
C: -1.268059 -0.443475 5.465273
C: -0.181489 0.178145 4.562123
O: -0.568989 1.452785 4.047763
C: 0.358291 2.011585 3.098303
H: -4.076349 -1.847585 4.386163
H: -3.547619 -1.878605 6.063553
H: -2.671699 -2.747475 4.768903
H: -0.888029 -1.372375 5.890493
H: -1.549989 0.264745 6.244403
H: -0.138279 -0.537775 3.741343
H: 0.767401 0.272965 5.090043
H: 1.415891 1.795405 3.249483
H: 0.243461 3.062465 2.832673
H: 0.267061 1.532275 2.123603
C: -0.495909 -3.911755 2.679463
O: 0.571801 -3.848615 1.693053
C: 0.136901 -4.411225 0.395553
C: 1.284921 -4.979605 -0.419747
O: 2.462491 -4.134675 -0.375427
C: 3.397261 -4.478215 -1.446837
H: -0.547659 -3.094525 3.398873
H: -0.390579 -4.760175 3.355613
H: -1.484929 -3.965915 2.224473
H: -0.297669 -3.601075 -0.190027
H: -0.597489 -5.214495 0.455073
H: 0.849221 -5.181635 -1.398237
H: 1.529521 -5.941385 0.031073
H: 3.880581 -5.447605 -1.325217
H: 4.160051 -3.700255 -1.479017
H: 2.881011 -4.643345 -2.392527
C: -4.367059 -5.101615 -3.775267
O: -3.505569 -3.975955 -3.993427
C: -2.087869 -4.180215 -4.099857
C: -1.356059 -2.824265 -4.065637
O: -1.087409 -2.452495 -2.730687
C: -0.885949 -1.092115 -2.476007
H: -4.051189 -5.658595 -2.893167
H: -4.661889 -5.673895 -4.654847
H: -5.323809 -4.613435 -3.589787
H: -1.897369 -4.687805 -5.045457
H: -1.692579 -4.833745 -3.322207
H: -1.996849 -2.089635 -4.553287
H: -0.421199 -2.942185 -4.613577
H: -1.662959 -0.447835 -2.887427
H: 0.123811 -0.835615 -2.796467
H: -1.001589 -1.073795 -1.392317
C: 3.123471 4.522135 -0.296977
C: 4.008361 3.313195 -0.544487
C: 3.064251 2.155355 -1.045737
C: 3.826731 0.935005 -1.671247
C: 4.702471 1.436155 -2.886647
C: 5.642511 2.633535 -2.540317
N: 4.987361 3.636575 -1.660987
O: 5.858301 4.758165 -1.378887
C: 7.006881 2.130955 -1.930877
C: 6.055481 3.339095 -3.867697
C: 4.702781 2.861665 0.753813
H: 3.691561 5.336635 0.152413
H: 2.491491 4.298105 0.562393
H: 2.569711 4.882965 -1.163727
H: 2.550791 1.807735 -0.149287
H: 2.217711 2.567025 -1.595287
H: 3.063801 0.242985 -2.027837
H: 4.515321 0.463695 -0.969957
H: 4.094301 1.576925 -3.780177
H: 5.316091 0.545425 -3.021487
H: 6.847591 1.633675 -0.974097
H: 7.654091 1.508055 -2.548307
H: 7.592241 2.979945 -1.577797
H: 6.247071 2.643465 -4.684707
H: 5.326731 4.123105 -4.073467
H: 7.029691 3.808755 -3.731887
H: 4.018111 2.520345 1.530233
H: 5.382201 3.563635 1.237263
H: 5.288851 1.959495 0.578563
H: 5.663651 5.337495 -2.119217
C: -0.923799 2.857025 -1.083497
C: -2.395419 3.199275 -0.701817
C: -2.385999 3.191225 0.824963
C: -3.634529 3.701195 1.569263
C: -3.777909 5.131595 0.968923
C: -3.947889 5.201405 -0.564397
N: -2.794269 4.550055 -1.201477
O: -2.788099 4.665745 -2.584227
C: -5.295239 4.495225 -0.868067
C: -4.018539 6.711645 -1.042357
C: -3.379039 2.068065 -1.123437
H: -0.917289 2.903125 -2.172497
H: -0.633439 1.874425 -0.711657
H: -0.203039 3.561215 -0.667897
H: -2.265159 2.191135 1.241273
H: -1.519109 3.701825 1.244353
H: -3.605569 3.756255 2.657493
H: -4.458559 3.025295 1.340713
H: -2.843649 5.649515 1.185753
H: -4.605399 5.648855 1.454523
H: -5.677989 3.788145 -0.132107
H: -6.145319 5.176735 -0.836417
H: -5.302139 3.931515 -1.800957
H: -4.139989 6.761685 -2.124417
H: -4.804829 7.319105 -0.594187
H: -3.160619 7.353505 -0.842087
H: -3.074009 1.058575 -0.847787
H: -3.501459 2.025995 -2.205727
H: -4.336499 2.143655 -0.607997
H: -1.863429 4.891515 -2.709177

Force components x, y, z for each atom (eV/Å):
-1.2734 3.0646 -2.0446
2.2259 0.5475 -0.6757
-0.6084 1.8088 3.9672
3.2219 0.5253 -1.0129
-0.3520 -4.6489 0.6625
-2.8265 1.1606 -2.5729
-0.9151 0.6364 -0.2331
3.9791 1.4728 1.5445
-1.5029 2.4357 -1.9372
0.7979 -3.1499 -2.6959
-2.5348 -1.1157 3.0153
-0.1145 0.3581 1.8507
3.8635 -2.7715 -0.1131
0.5016 3.0137 -2.5232
-3.1769 -2.3937 -1.3257
-0.6899 0.7910 3.2447
-0.0196 -1.1327 0.3069
1.0735 1.0150 0.3339
-0.2589 -0.7688 0.8108
0.9908 0.5851 0.3555
-0.8197 0.4591 0.2128
0.1102 0.4732 -0.2834
-0.0764 -0.2579 0.0325
-0.0712 0.0139 -0.3339
-0.3095 0.0670 -0.3548
-0.1044 0.0758 -0.0821
-0.4324 0.2428 -0.5244
0.2683 -0.0586 -0.5521
-0.4781 -0.0818 0.1556
0.2148 0.0140 0.0184
-0.0178 -0.4537 0.0024
-0.0440 -0.2159 -0.1092
0.4612 -0.1599 -1.1445
-1.1132 -0.0910 0.5033
0.3340 0.6877 -0.8980
-0.7277 0.2392 -0.0118
0.5508 0.5811 -0.1069
0.0855 -1.2067 -0.9336
0.0059 0.3940 0.0108
0.3903 0.5223 0.1782
0.0816 -0.4470 0.4080
0.3302 -0.0123 0.2942
-0.1721 -0.0827 0.1980
0.5961 -0.0851 -0.3439
0.1267 -0.1569 0.0048
0.1828 0.2034 1.1190
-0.4606 0.0693 0.9952
-0.6762 -0.4402 -0.3485
-1.1468 -0.4010 1.2391
-0.7461 -2.0835 -0.2772
0.5622 0.9975 -1.0378
0.0393 -0.4107 1.5476
-0.8752 -1.0403 -0.5136
0.2120 -0.2327 0.1347
0.5521 0.6723 -0.7416
0.4150 -0.4916 -0.4848
0.2497 0.1394 -0.4544
-0.2283 0.3089 0.3944
-0.0015 0.1328 0.7361
0.4755 0.3814 -0.3492
0.4086 -0.2434 -0.1688
0.0731 -0.0437 0.8499
-0.2974 -0.0338 -0.1421
-0.3243 0.8381 0.0193
-0.4157 1.5489 0.0075
0.5691 -0.1085 0.1815
-0.7037 0.2447 -0.4161
-0.5384 -0.8506 0.0855
-0.6461 -1.1533 -0.1432
0.0100 -0.4186 0.6589
-0.0233 -0.4175 -0.2413
1.0684 -0.4928 -0.2160
-0.0536 -0.0061 0.6389
0.2111 0.0471 -0.2411
-0.0935 -0.0555 0.4202
0.0292 0.1433 -0.1184
0.1658 0.1592 -0.2040
0.0642 0.0539 -0.3721
-0.0107 0.6038 0.0438
0.4326 0.6127 0.0724
0.5610 0.4165 1.1260
0.6325 -0.3711 -1.0901
1.0970 -0.4043 1.0107
-0.4570 2.5177 -1.0132
-0.2702 -0.7422 1.7933
1.3519 -0.3305 -0.1880
-1.1614 -0.1502 -0.3583
-0.5610 -1.2837 0.1990
-0.6488 0.3221 1.1928
0.2517 0.1756 0.8636
0.3403 -0.6699 0.1774
0.3729 0.2343 -0.5302
-0.6712 -0.3352 -0.2948
0.0175 -0.2116 0.0689
0.0487 -0.1302 0.3622
0.4319 -0.0838 -0.8687
0.2241 -0.3493 0.0403
-0.3207 -0.0255 0.2713
0.0103 0.3494 0.0996
0.4486 0.2671 -0.7611
-0.2484 -0.5926 -0.0711
-0.3685 0.0196 -0.3139
-0.0012 0.3147 -0.5073
-0.5961 -0.0863 -0.0435
-0.0985 -0.2301 -0.5556
-0.0628 0.2978 0.1600
-0.5109 0.3355 -0.0369
-0.0998 0.3615 -0.3936
0.2115 0.0122 -0.2872
-0.0349 0.2796 0.0102
-1.1324 0.5122 -0.6459
-0.3897 -0.6739 0.8185
-0.1875 -0.3999 2.3977
0.2293 1.2284 -1.9557
-0.0992 -0.2751 0.3316
-0.9568 0.3190 0.1688
0.8777 -0.2441 2.6020
-0.0461 -0.5519 -0.5867
-0.9513 0.0355 -0.2901
0.1655 -0.3409 -0.1435
0.2351 -0.2160 -0.3416
0.6097 -0.3327 -0.1299
-0.2211 -0.1740 -0.1931
-0.1921 0.2758 -0.0629
0.3629 -0.5579 -0.6966
0.1104 0.4601 -0.3193
0.6358 -0.1049 -0.0677
-0.2680 0.2665 -0.0710
-0.0142 0.2188 0.3160
-0.0337 0.2795 -0.2049
0.7816 -0.2437 0.3328
0.1963 0.5271 -0.5737
0.0338 0.4106 -0.2249
-0.1958 -0.1866 0.0165
-0.5201 -0.6569 0.1441
0.6544 -0.6671 0.2362
0.7049 0.0718 0.1367
-0.2971 0.2814 -0.0519
-0.0224 0.3907 -0.3833
-0.0082 0.3138 -0.5918

Results of the Löwdin charge analysis, in e, for atoms 1 through 6: 1.839 -0.396 -0.007 0.038 -0.022 -0.007